Run one
8
Properties=species:S:1:pos:R:3 method="wB97M-V/def2-TZVPD" charge=0 e_lumo_ev=-2.648 gap_ha=0.304 spin_multiplicity=1
Cl 2.4067 -2.0547 0.0286
H -0.9755 0.9443 0.1464
O 2.9535 1.0683 1.2366
H -0.0767 -0.5446 0.8158
O 3.4671 0.9669 -1.1831
C 0.0846 0.4663 0.3117
S 2.6461 0.6109 -0.0812
N 1.0627 1.0315 -0.1968

Run two
8
Properties=species:S:1:pos:R:3 method="wB97M-V/def2-TZVPD" charge=0 e_lumo_ev=0.047 gap_ha=0.350 spin_multiplicity=1 smiles="N=C=O.OSCl"
S -1.3067 0.7246 1.7753
O 0.1996 0.5510 2.3649
Cl -1.8053 -1.1760 1.2495
H -1.0861 -0.7603 -1.3200
N -0.5193 0.0178 -1.5704
O -0.0197 2.1829 -0.8624
H 0.8709 0.6829 1.6810
C -0.3547 1.1092 -1.1283

Most stable structure - run two; separation to the second - 246.3 kJ/mol.